Formula: C5H11NOS
Source: OMol25
Level of theory: ωB97M-V/def2-TZVPD

ORCA input file:
```
! RIJCOSX wB97M-V def2-TZVPD def2/J DEFGRID3
* xyz 0 1
C -1.62 -1.67 0.86
C -1.62 -0.30 1.47
C -0.93 -0.51 0.13
C -1.37 0.08 -1.27
C 2.52 1.72 -0.05
N 1.76 0.63 -0.59
O 1.33 -1.85 -0.48
S 0.90 -0.61 0.34
H -1.01 -2.57 1.23
H -2.55 -1.91 0.39
H -2.55 0.32 1.47
H -0.88 0.02 2.30
H -0.91 1.07 -1.37
H -2.48 0.14 -1.29
H -0.99 -0.57 -2.07
H 3.25 1.29 0.66
H 3.11 2.22 -0.84
H 1.89 2.42 0.37
H 2.15 0.09 -1.26
*
```

Computed properties:
DFT total energy ... -725.187155 Eh
ΔE to the lowest compared entry with this formula, charge and spin ... 361.6 kJ/mol
Gap between HOMO and LUMO ... 9.44 eV
LUMO energy ... 0.031 Ha
HOMO energy ... -8.6 eV